Entry from OMol25: a structure of composition C29H34BrN7O2ReSSi in a non-equilibrium geometry (ωB97M-V with the def2-TZVPD basis set).

Results
* E_tot: -4998.74165 hartree
* charge: +2
* energy above the lowest of the compared OMol25 structures with the same formula, charge and spin: 30.7 kcal per mole
* spin multiplicity: 4
* ⟨S²⟩: 3.790
* E_HOMO (spin up / spin down): -0.4737 / -0.4758 hartree

Geometry as XYZ:
```
76
Properties=species:S:1:pos:R:3:forces:R:3:lowdin_spin:R:1
Re 0.899725 0.326610 -0.713080 -0.5 -2.8 -0.2 1.605
Br -5.715813 3.763652 5.317219 0.1 0.1 -0.2 0.027
C -4.973393 4.457521 3.740455 -0.1 0.0 0.0 0.066
C -5.787492 5.135441 2.833362 -0.1 -0.1 0.2 -0.010
C -5.241303 5.640251 1.677782 0.3 0.1 -0.3 0.050
C -3.875284 5.446195 1.404356 -0.2 -0.5 1.0 0.036
C -3.054201 4.780581 2.340398 0.0 0.2 -0.3 0.050
C -3.606268 4.294244 3.498694 0.0 -0.1 0.1 -0.003
N -3.371676 5.995918 0.265641 0.1 0.5 -0.7 0.314
N -2.317742 5.912441 -0.317843 -0.3 0.4 0.1 0.268
C -1.475100 4.937074 -0.678933 0.4 -0.6 -0.1 0.063
C -0.182578 5.341259 -1.072810 -0.3 0.1 0.1 0.038
C 0.824450 4.442113 -1.320417 0.3 -0.3 -0.2 0.011
C 0.571815 3.069006 -1.216775 -0.4 0.4 0.2 0.052
O 1.466262 2.144237 -1.369476 0.2 0.3 0.0 0.080
C -0.770281 2.631073 -0.916130 -0.2 0.3 0.0 0.012
N -0.937032 1.277400 -0.906893 -0.8 0.4 -0.2 0.017
C -2.169844 0.799735 -0.804730 0.1 -0.1 0.0 0.001
C -3.276342 1.632032 -0.633900 0.0 0.3 0.1 0.006
C -3.108080 2.994805 -0.552362 -0.1 -0.2 -0.1 -0.001
C -1.817562 3.532336 -0.693483 0.2 0.0 0.0 0.021
H -6.837716 5.272899 3.048228 0.0 0.0 0.0 -0.002
H -5.842696 6.179231 0.957543 0.0 0.0 0.0 0.002
H -1.993756 4.678775 2.146454 0.0 0.0 0.1 0.002
H -2.990123 3.792546 4.231745 0.0 0.0 0.0 -0.001
H 0.006191 6.405275 -1.137741 0.0 0.0 0.0 0.002
H 1.817740 4.774946 -1.586841 0.0 0.0 0.0 0.000
H -2.275129 -0.272907 -0.876513 0.0 0.0 0.1 0.000
H -4.259866 1.192413 -0.549232 0.0 0.0 -0.1 0.001
H -3.967506 3.638010 -0.429870 0.0 0.0 0.0 0.000
N 8.273655 0.822456 -0.042689 -0.1 0.0 0.0 0.008
C 7.135865 0.710585 -0.147858 0.3 0.1 0.0 0.001
C 5.721172 0.544541 -0.276685 -0.4 -0.1 -0.1 0.015
C 4.920826 0.359416 0.850660 0.1 0.0 -0.1 -0.003
C 3.569787 0.159872 0.676748 0.0 -0.1 0.1 0.019
N 2.979771 0.130403 -0.532876 0.8 0.0 0.3 0.010
C 3.754116 0.328102 -1.613375 0.0 -0.2 -0.1 0.021
C 5.114252 0.539594 -1.530191 0.2 0.0 0.1 -0.004
H 5.347286 0.383102 1.843206 0.0 -0.1 0.0 0.000
H 2.924097 0.001086 1.532924 0.0 0.1 0.0 0.002
H 3.258424 0.302073 -2.574348 0.0 0.0 0.0 0.003
H 5.695475 0.706953 -2.425398 0.0 -0.1 0.0 -0.001
C -2.275039 -1.113734 2.191900 0.2 -0.1 -0.2 0.002
Si -1.135125 -2.033856 0.995064 -0.7 -0.8 0.3 0.022
C -2.169322 -2.760985 -0.428912 0.2 0.3 0.3 0.005
C -0.368697 -3.533954 1.843585 -0.1 0.5 -0.1 0.003
O 0.048135 -1.021071 0.489031 1.1 1.2 -0.4 0.175
H -2.507104 -1.752958 3.045376 0.0 0.0 0.0 0.000
H -3.223708 -0.840629 1.725430 0.0 0.0 0.0 0.000
H -1.806808 -0.205086 2.575429 0.0 0.0 0.0 0.000
H -2.488567 -3.763188 -0.134670 0.0 0.0 0.0 0.000
H -1.615131 -2.849800 -1.363040 0.0 0.0 0.0 0.001
H -3.083236 -2.197583 -0.632671 0.0 0.0 0.0 0.000
H -1.181112 -4.209477 2.121188 0.0 0.0 0.0 0.000
H 0.167613 -3.279486 2.759519 0.1 0.0 0.0 0.000
H 0.303629 -4.077771 1.180016 -0.1 0.0 0.0 0.000
C 0.202091 -5.566086 -3.285424 0.0 0.2 0.0 0.000
C 1.102355 -4.365724 -3.553594 0.0 -0.2 -0.1 -0.001
N 1.833163 -4.030695 -2.326108 0.0 -0.2 -0.1 0.006
C 1.705952 -2.945600 -1.583859 0.1 0.2 0.0 0.008
S 0.864998 -1.571335 -2.261445 -0.2 0.8 0.3 -0.005
N 2.270695 -2.909312 -0.380154 0.1 0.1 0.1 0.006
C 3.342441 -3.773342 0.114707 0.0 -0.2 0.2 0.001
C 2.888409 -4.866461 1.074115 0.1 0.1 -0.1 0.000
H -0.331290 -5.851919 -4.190262 0.0 0.0 0.0 0.000
H -0.527621 -5.324593 -2.511529 0.0 0.0 0.0 0.000
H 0.789954 -6.425325 -2.957847 0.0 0.0 0.0 0.000
H 0.521073 -3.501304 -3.863736 0.1 0.0 0.0 -0.001
H 1.822460 -4.596448 -4.338557 0.0 0.1 0.0 0.000
H 2.287606 -4.822332 -1.891800 0.0 0.0 0.1 0.000
H 1.843205 -2.277879 0.277540 0.0 0.4 0.0 0.000
H 4.045276 -3.120442 0.637046 0.0 0.0 -0.1 0.000
H 3.873827 -4.194880 -0.739162 0.0 0.1 0.0 0.000
H 2.385216 -4.434479 1.938433 0.0 -0.1 0.0 0.000
H 3.764015 -5.406844 1.433019 0.0 0.0 0.0 0.000
H 2.216494 -5.578692 0.596389 -0.1 0.0 0.0 0.000
```
Positions in Å, forces in eV/Å.

Entry from OMol25: a structure of composition C5H7NO (ωB97M-V with the def2-TZVPD basis set).

Results
* E_tot: -324.55979 hartree
* energy above the lowest of the compared OMol25 structures with the same formula, charge and spin: 103.3 kcal per mole
* E_HOMO: -0.3089 hartree

Geometry as XYZ:
```
14
Properties=species:S:1:pos:R:3:forces:R:3:nbo_charge:R:1
C 2.443619 -0.151815 0.017868 0.0 0.0 0.0 -0.663
C 0.957923 -0.006169 -0.045776 0.0 0.1 -0.2 0.287
C -0.044810 -0.944669 -0.306874 0.0 0.4 -0.2 -0.475
C -1.249466 -0.093015 -0.049778 -0.3 0.3 0.5 -0.065
N -2.568925 -0.591120 -0.086126 0.0 0.0 0.1 -0.810
C -0.847892 1.192130 0.281660 -0.3 -0.1 -0.1 0.042
O 0.491762 1.227449 0.293112 0.1 -0.2 0.0 -0.375
H 2.948577 0.518241 -0.686900 -0.1 -0.1 0.1 0.228
H 2.714785 -1.182333 -0.219074 -0.1 0.2 0.0 0.244
H 2.812910 0.082035 1.023544 -0.1 0.0 -0.2 0.228
H -0.692456 -0.190943 -1.202088 0.7 -0.6 -0.1 0.382
H -2.536350 -1.601487 -0.195174 0.0 0.2 0.0 0.388
H -3.053665 -0.382584 0.779370 0.0 0.0 -0.2 0.378
H -1.376017 2.124276 0.396234 0.1 -0.1 0.2 0.210
```
Positions in Å, forces in eV/Å.

Entry from OMol25: the molecule C5H2O (ωB97M-V with the def2-TZVPD basis set).

Results
* E_tot: -266.78809 hartree
* energy above the lowest of the compared OMol25 structures with the same formula, charge and spin: 19.2 kcal per mole
* E_HOMO: -0.3736 hartree

Geometry as XYZ:
```
8
Properties=species:S:1:pos:R:3:forces:R:3:nbo_charge:R:1
C 2.460572 -0.266447 0.064181 -0.4 0.2 -0.2 -0.109
C 1.521822 0.138524 -0.577890 0.5 -0.2 0.3 -0.112
C 0.215945 0.414319 -0.899383 -0.4 -0.1 0.2 0.028
C -0.998112 0.440794 -0.824093 0.8 0.1 -0.1 -0.078
C -1.947657 0.076477 0.214204 -0.2 -0.4 0.1 0.369
O -2.444732 -1.017915 0.294671 -0.1 0.7 0.1 -0.486
H 3.200042 -0.647729 0.731946 0.2 0.1 -0.3 0.247
H -2.007881 0.861976 0.996362 -0.4 -0.3 -0.1 0.141
```
Positions in Å, forces in eV/Å.